DFT (ωB97M-V with the def2-TZVPD basis set) results for the molecule CH3NSSi.

spin multiplicity	1
charge	0
E_LUMO	0.58	eV
energy relative to the best compared isomer or geometry (same formula, charge and spin)	13.2	kcal/mol
SMILES	[SiH3]N=C=S
HOMO energy	-9.7	eV
HOMO-LUMO gap	0.377	Eh

Geometry as XYZ:
```
7
Properties=species:S:1:pos:R:3:nbo_charge:R:1
Si -0.177 -0.442 0.112 1.093
N -1.467 0.405 -0.588 -0.875
C -2.658 0.159 -0.319 0.207
S -3.965 -0.373 0.243 0.104
H -0.898 -1.754 0.367 -0.197
H -0.013 0.221 1.364 -0.172
H 0.882 -0.707 -0.849 -0.159
```


DFT (ωB97M-V with the def2-TZVPD basis set) results for a cluster of 2 separate species, CH3O2PS in total.

spin multiplicity	1
charge	0
E_LUMO	0.51	eV
energy relative to the best compared isomer or geometry (same formula, charge and spin)	40.8	kcal/mol
HOMO energy	-8.9	eV
HOMO-LUMO gap	0.346	Eh

Geometry as XYZ:
```
8
Properties=species:S:1:pos:R:3:nbo_charge:R:1
C 0.241 -3.364 0.075 0.490
O -1.411 0.153 -0.807 -0.890
O -0.607 -2.656 0.307 -0.492
P 1.368 1.131 -0.170 0.184
S -0.687 0.833 0.517 0.249
H -2.181 0.567 -1.257 0.500
H 1.858 0.866 1.164 -0.010
H 1.419 2.470 0.170 -0.029
```


DFT (ωB97M-V with the def2-TZVPD basis set) results for a cluster of 2 separate species, CH3O2S2 in total.

spin multiplicity	1
charge	-1
E_LUMO (alpha / beta)	3.31 / 3.19	eV
energy relative to the best compared isomer or geometry (same formula, charge and spin)	74.9	kcal/mol
HOMO energy (alpha / beta)	-3.6 / -4.2	eV
HOMO-LUMO gap (alpha / beta)	0.254 / 0.272	Eh

Geometry as XYZ:
```
8
Properties=species:S:1:pos:R:3:nbo_charge:R:1
C 1.709 -0.276 -0.179 -0.574
O -1.536 1.396 -0.922 -0.958
O -1.662 0.811 1.467 -0.952
S -1.924 -1.503 -0.358 -0.675
S -1.283 0.398 0.129 1.637
H 2.431 -0.040 0.582 0.150
H 1.268 -1.234 0.052 0.172
H 0.997 0.447 -0.770 0.199
```


DFT (ωB97M-V with the def2-TZVPD basis set) results for the ion CH3O2Si with charge -1.

spin multiplicity	1
charge	-1
E_LUMO	4.23	eV
energy relative to the best compared isomer or geometry (same formula, charge and spin)	5.6	kcal/mol
SMILES	O=C([O-])[SiH3]
HOMO energy	-3.5	eV
HOMO-LUMO gap	0.284	Eh

Geometry as XYZ:
```
7
Properties=species:S:1:pos:R:3:nbo_charge:R:1
O -2.688 1.028 0.407 -0.771
C -2.333 -0.109 0.047 0.507
O -3.012 -0.993 -0.473 -0.756
Si -0.399 0.021 0.019 0.654
H 0.498 -0.953 -0.574 -0.226
H -0.020 1.218 -0.496 -0.211
H -0.086 0.185 1.563 -0.197
```


DFT (ωB97M-V with the def2-TZVPD basis set) results for a cluster of 2 separate species, CH3O3 in total.

spin multiplicity	1
charge	-1
E_LUMO	4.65	eV
energy relative to the best compared isomer or geometry (same formula, charge and spin)	19.6	kcal/mol
HOMO energy	-4.7	eV
HOMO-LUMO gap	0.343	Eh

Geometry as XYZ:
```
7
Properties=species:S:1:pos:R:3:nbo_charge:R:1
O -0.429 0.614 0.111 -0.819
C -1.074 -0.168 -0.725 0.649
O -0.704 -1.275 -1.102 -0.723
H -1.946 0.346 -1.438 -0.006
H 0.992 0.401 0.413 0.498
H 1.360 -0.245 1.633 0.436
O 1.801 0.327 1.108 -1.034
```


DFT (ωB97M-V with the def2-TZVPD basis set) results for a cluster of 2 separate species, CH3O3PS in total.

spin multiplicity	1
charge	0
E_LUMO	-0.17	eV
energy relative to the best compared isomer or geometry (same formula, charge and spin)	87.1	kcal/mol
SMILES	O=S1#[PH]O1.C=O
HOMO energy	-9.3	eV
HOMO-LUMO gap	0.337	Eh

Geometry as XYZ:
```
9
Properties=species:S:1:pos:R:3:nbo_charge:R:1
O -0.620 -0.782 0.578 -0.929
S 0.026 0.505 0.687 1.282
P 1.386 0.367 2.366 0.643
O -0.110 1.111 2.323 -0.928
H 2.104 1.567 2.395 -0.087
C -0.690 -0.758 -2.158 0.282
O -0.206 0.255 -1.783 -0.537
H -0.434 -1.669 -1.574 0.146
H -1.456 -0.596 -2.835 0.128
```


DFT (ωB97M-V with the def2-TZVPD basis set) results for a cluster of 2 separate species, CH3O3S3 in total.

spin multiplicity	1
charge	-1
E_LUMO	3.02	eV
energy relative to the best compared isomer or geometry (same formula, charge and spin)	31.5	kcal/mol
HOMO energy	-4.7	eV
HOMO-LUMO gap	0.282	Eh

Geometry as XYZ:
```
10
Properties=species:S:1:pos:R:3:nbo_charge:R:1
C 1.712 -0.209 0.419 -0.454
O -1.283 0.793 0.715 -0.954
O -1.005 -1.539 0.182 -0.995
O -2.706 -0.152 -0.995 -0.953
S 1.714 1.227 1.206 -0.113
S 0.131 0.200 -1.681 -0.591
S -1.378 -0.311 -0.509 2.136
H 2.340 -0.309 -0.447 0.198
H 0.738 -0.728 0.420 0.243
H -0.263 1.029 0.689 0.483
```


DFT (ωB97M-V with the def2-TZVPD basis set) results for a cluster of 2 separate species, CH3O3Si in total.

spin multiplicity	1
charge	-1
E_LUMO	4.03	eV
energy relative to the best compared isomer or geometry (same formula, charge and spin)	54.1	kcal/mol
HOMO energy	-4.5	eV
HOMO-LUMO gap	0.312	Eh

Geometry as XYZ:
```
8
Properties=species:S:1:pos:R:3:nbo_charge:R:1
C 1.120 -0.972 -0.694 0.483
O 2.197 -0.730 -1.188 -0.671
O 0.479 -2.042 -0.477 -0.749
O -0.246 2.312 0.500 -1.138
Si -0.362 -0.122 0.093 1.075
H -1.070 2.425 0.982 0.416
H -0.544 -0.553 1.475 -0.208
H -1.575 -0.319 -0.691 -0.209
```